Entry 1:
Density functional theory data (ωB97M-V/def2-TZVPD) for a molecular structure, C18H30FN3O8S3.

Computed properties:
* largest force on an atom: 0.72 eV Å⁻¹
* HOMO energy: -0.307 Eh
* gap between HOMO and LUMO: 7.9 eV

CARTESIAN COORDINATES (ANGSTROEM)
C -5.22336 -1.72262 -3.06054
C -5.63914 -2.56805 -1.85146
C -4.52853 -3.47167 -1.36510
F -5.07872 -4.45105 -0.50995
C -3.37346 -2.80186 -0.65788
C -2.17805 -2.83758 -1.31969
C -1.04881 -2.25503 -0.70961
N 0.20225 -2.20809 -1.20122
S 1.11233 -1.48831 -0.11916
N 0.02319 -1.17899 1.03695
C -1.13000 -1.66361 0.57356
C -2.38646 -1.65181 1.26263
N -2.39941 -1.07387 2.53681
C -3.49461 -2.18279 0.64574
C -4.81812 -2.14997 1.39451
C -5.66669 -0.84537 1.28171
C -4.96150 0.30122 0.61247
O -5.06403 0.53423 -0.56564
O -4.21345 1.07618 1.43798
H -4.45852 -2.21210 -3.66696
H -4.86476 -0.73815 -2.76720
H -6.08533 -1.56544 -3.71007
H -6.01686 -1.91493 -1.07099
H -6.46235 -3.22287 -2.14802
H -4.12759 -4.01399 -2.22282
H -2.10096 -3.32288 -2.28235
H -2.91388 -1.60219 3.22737
H -1.45755 -0.89396 2.85932
H -4.59091 -2.29429 2.45139
H -5.42625 -2.99788 1.10008
H -6.01390 -0.53821 2.26733
H -6.53105 -1.05410 0.65625
H -3.38248 1.28404 0.98961
O 3.86421 -1.78876 2.10874
S 4.11566 -0.41491 2.42460
O 3.85506 0.59727 1.44546
O 5.60296 -0.26550 2.94758
C 6.66511 -0.79261 2.11492
C 6.97027 0.09852 0.92903
C 3.29646 0.01322 3.91984
H 6.40694 -1.80636 1.80592
H 7.52426 -0.85658 2.77912
H 6.14297 0.12205 0.22153
H 7.85427 -0.27426 0.41113
H 7.15524 1.12190 1.25430
H 3.51812 -0.74049 4.67005
H 2.23098 0.03244 3.69850
H 3.63661 0.99627 4.23437
O 2.18602 4.96482 -0.32689
S 2.87673 3.84226 -0.88786
O 4.28237 3.69469 -0.66919
O 2.58241 3.79818 -2.45216
C 2.82554 5.00244 -3.21099
C 4.29804 5.24013 -3.47540
C 2.05250 2.35197 -0.46058
H 2.36623 5.84851 -2.69777
H 2.28904 4.85022 -4.14551
H 4.83747 5.45969 -2.55550
H 4.41647 6.08538 -4.15411
H 4.75323 4.35793 -3.92542
H 0.99172 2.47101 -0.66605
H 2.22359 2.17822 0.59827
H 2.47850 1.53837 -1.04097

Entry 2:
Density functional theory data (ωB97M-V/def2-TZVPD) for a single C18H30N2O2 molecule.

Computed properties:
* largest force on an atom: 0.76 eV Å⁻¹
* SMILES: CC(C)CCC(O)(CCC(C)C)C(=O)NNc1ccccc1
* HOMO energy: -0.307 Eh
* gap between HOMO and LUMO: 9.0 eV
* ΔE to the lowest compared entry with this formula, charge and spin: 25.7 kcal per mole

CARTESIAN COORDINATES (ANGSTROEM)
C 3.19961 1.54991 2.92218
C 1.70228 1.49811 3.21581
C 1.18339 2.90731 3.49904
C 0.91686 0.87860 2.05006
C 1.12684 -0.62863 1.94494
C 0.51071 -1.34433 0.71797
O 0.93475 -2.68959 0.76291
C 0.92652 -0.74862 -0.64044
C 2.43889 -0.81374 -0.84871
C 2.90297 -0.48284 -2.27389
C 2.41314 -1.50653 -3.29584
C 2.49681 0.92876 -2.69454
C -1.01879 -1.36750 0.85086
O -1.59355 -2.38249 1.20689
N -1.68182 -0.22776 0.58428
N -3.07080 -0.13821 0.73248
C -3.86094 -0.24549 -0.41896
C -5.20851 -0.57205 -0.28173
C -6.03635 -0.58718 -1.38620
C -5.53567 -0.28355 -2.64222
C -4.19676 0.03494 -2.78262
C -3.36039 0.05849 -1.68149
H 3.39052 2.14866 2.03350
H 3.60732 0.55541 2.76304
H 3.73114 2.00084 3.75691
H 1.54076 0.88319 4.10783
H 1.30827 3.54049 2.62273
H 0.12772 2.88682 3.76091
H 1.73040 3.35616 4.32463
H 1.22836 1.37209 1.12750
H -0.14350 1.08667 2.21135
H 2.19143 -0.85909 1.91731
H 0.71870 -1.11178 2.83710
H 0.16300 -3.21396 1.04113
H 0.58234 0.28193 -0.72462
H 0.43090 -1.34282 -1.40972
H 2.92409 -0.11788 -0.16156
H 2.76767 -1.82223 -0.59442
H 3.99881 -0.52578 -2.25891
H 2.89563 -1.33849 -4.25632
H 1.33870 -1.43094 -3.44410
H 2.64575 -2.51589 -2.96567
H 1.41878 1.00242 -2.81718
H 2.96000 1.18595 -3.64454
H 2.81454 1.65861 -1.95263
H -1.21139 0.63085 0.34445
H -3.37916 -0.75366 1.48120
H -5.59733 -0.81545 0.69627
H -7.07841 -0.84461 -1.26738
H -6.18411 -0.30060 -3.50473
H -3.79500 0.26647 -3.75818
H -2.31509 0.29899 -1.80667

Entry 3:
Density functional theory data (ωB97M-V/def2-TZVPD) for a single C18H30N2O3S molecule at a distorted geometry.

Computed properties:
* largest force on an atom: 1.43 eV Å⁻¹
* SMILES: CCCCCCCCCCS(=O)(=O)N/N=C/c1ccccc1OC
* HOMO energy: -0.304 Eh
* gap between HOMO and LUMO: 8.8 eV
* ΔE to the lowest compared entry with this formula, charge and spin: 40.1 kcal per mole

CARTESIAN COORDINATES (ANGSTROEM)
C 7.35548 -2.23977 -0.26785
C 5.92754 -1.90186 -0.67886
C 5.57061 -0.45151 -0.36079
C 4.13884 -0.11538 -0.77328
C 3.76300 1.35165 -0.55383
C 3.64128 1.76432 0.91614
C 2.40820 1.18530 1.61200
C 1.11637 1.89147 1.19049
C -0.12536 1.02269 1.40138
C -0.25532 -0.05773 0.34580
S -0.64026 0.63720 -1.29050
O -1.17346 -0.41373 -2.10590
O 0.46976 1.38972 -1.80004
N -1.81651 1.82019 -0.97633
N -3.13385 1.65403 -0.79535
C -3.63104 0.50169 -0.57534
C -5.05220 0.34635 -0.34186
C -5.92743 1.42618 -0.43476
C -7.28278 1.26508 -0.22828
C -7.78201 0.00958 0.07423
C -6.93332 -1.07989 0.17759
C -5.56665 -0.92796 -0.02309
O -4.66139 -1.93999 0.07953
C -5.12694 -3.24665 0.31549
H 7.58837 -3.27566 -0.50392
H 8.06368 -1.60108 -0.79132
H 7.49007 -2.09315 0.80193
H 5.23395 -2.56654 -0.15791
H 5.80786 -2.07580 -1.75065
H 6.26193 0.21230 -0.88537
H 5.69950 -0.28454 0.71049
H 4.01931 -0.34017 -1.83556
H 3.44928 -0.76506 -0.23030
H 2.81866 1.54319 -1.06578
H 4.52458 1.97591 -1.02698
H 4.53726 1.44974 1.45416
H 3.59454 2.85415 0.97339
H 2.34302 0.12109 1.38518
H 2.52824 1.27448 2.69472
H 1.17005 2.16173 0.13804
H 1.01187 2.81304 1.76615
H -0.08138 0.55476 2.38919
H -1.02133 1.64591 1.36982
H -1.06260 -0.75250 0.55843
H 0.66885 -0.60830 0.19350
H -1.56517 2.73768 -1.31065
H -3.03977 -0.40943 -0.57624
H -5.50960 2.38952 -0.67865
H -7.94982 2.10992 -0.30557
H -8.84087 -0.13076 0.23353
H -7.34978 -2.04551 0.41766
H -5.81496 -3.57656 -0.46881
H -5.61750 -3.32975 1.29097
H -4.24079 -3.87958 0.30396

Entry 4:
Density functional theory data (ωB97M-V/def2-TZVPD) for a molecular structure, C18H31AlN3O3 at a distorted geometry.

Computed properties:
* largest force on an atom: 1.82 eV Å⁻¹
* HOMO energy: -0.612 Eh
* gap between HOMO and LUMO: 1.6 eV
* net charge: +3

CARTESIAN COORDINATES (ANGSTROEM)
C 4.26011 1.97136 0.80440
C 3.83885 1.41157 -0.51236
C 3.76647 2.32104 -1.58372
C 3.39943 1.93993 -2.84435
C 3.10515 0.48707 -3.08972
C 3.16084 -0.42195 -2.07105
C 3.49245 -0.05723 -0.75702
C 3.52899 -1.00089 0.37753
C 2.25868 -1.92360 0.58753
N 2.19450 -2.19549 2.04478
C 0.88929 -1.29259 0.20052
O -0.04363 -2.34729 0.22653
C -0.58001 -2.67528 -1.07595
C -0.74528 -4.23044 -1.14813
C -2.20985 -4.69013 -1.06894
N -2.76362 -5.11054 -2.12171
O 0.44781 -0.34744 1.17442
C -0.51546 0.54680 0.59542
C -1.57330 0.97735 1.65110
N -2.80699 1.22426 0.91267
C -3.76419 2.03970 1.69533
C -4.76693 2.72342 0.72482
C -4.17921 4.01681 0.08406
O -5.96087 3.05655 1.40837
H 3.45068 2.51602 1.32529
H 5.06452 2.70123 0.57979
H 4.72964 1.22352 1.46112
H 3.98868 3.37560 -1.40018
H 3.32361 2.65808 -3.66858
H 2.81517 0.13010 -4.08184
H 2.93230 -1.46610 -2.29884
H 4.37386 -1.70273 0.15686
H 3.78304 -0.52530 1.33356
H 2.38037 -2.90882 0.10371
H 3.15444 -2.29013 2.37812
H 1.76739 -3.10443 2.21381
H 0.86725 -0.77533 -0.77768
H 0.08312 -2.40254 -1.91235
H -1.58333 -2.21714 -1.15928
H -0.39012 -4.54464 -2.14445
H -0.08300 -4.71382 -0.41595
H -2.71645 -4.67748 -0.08522
H -3.71850 -5.40059 -1.87481
H -1.09281 0.09994 -0.23023
H 0.04261 1.43655 0.24586
H -1.75751 0.13366 2.38175
H -1.28508 1.93215 2.17422
H -2.54004 1.75834 0.08233
H -3.25582 2.83071 2.27922
H -4.34400 1.34745 2.32725
H -5.04567 2.06155 -0.11491
H -3.09989 4.07905 0.31431
H -4.67379 4.91980 0.47369
H -4.32765 4.03694 -1.00619
H -6.68122 2.46187 1.16724
Al -0.59503 0.60346 3.95784